Record 1
DFT (wB97M-V/def2-TZVPD) results for C30H25NO6S in the gas phase in a non-equilibrium geometry.

The calculation puts the frontier orbital gap at 6.86 eV. As for the SMILES: O=[N+]([O-])c1ccc([C@@H](C(c2ccc3c(c2)CCO3)c2ccc3c(c2)CCO3)S(=O)(=O)c2ccccc2)cc1. Its HOMO energy is -8.0 eV. The calculation puts the energy relative to the best compared isomer or geometry (same formula, charge and spin) at 18.2 kcal/mol. The total energy is -56118.785 eV. The value obtained for the maximum force is 0.0835 hartree/bohr.

```
! wB97M-V def2-TZVPD RIJCOSX def2/J DEFGRID3
* xyz 0 1
O -4.448 -5.619 1.354
N -4.651 -4.596 0.659
O -5.802 -4.163 0.400
C -3.521 -3.877 0.139
C -3.691 -2.708 -0.657
C -2.627 -1.859 -0.937
C -1.349 -2.035 -0.345
C -0.179 -1.005 -0.327
C 0.121 0.366 0.742
C -1.101 1.149 1.066
C -1.072 2.492 1.520
C -2.196 3.240 1.801
C -3.442 2.615 1.630
C -3.494 1.216 1.323
C -2.351 0.478 1.177
C -4.932 0.832 1.182
C -5.697 2.132 1.509
O -4.697 3.203 1.737
C 1.403 1.177 0.658
C 1.504 2.528 0.229
C 2.682 3.257 0.364
C 3.792 2.576 0.941
C 3.715 1.231 1.376
C 2.525 0.554 1.222
C 5.092 0.798 1.797
C 5.943 2.064 1.602
O 5.069 3.112 1.039
S 1.283 -1.972 -0.998
O 0.880 -3.289 -1.506
O 2.266 -1.919 0.087
C 2.007 -1.217 -2.497
C 2.091 -1.839 -3.752
C 2.755 -1.155 -4.788
C 3.317 0.094 -4.556
C 3.208 0.706 -3.317
C 2.566 0.035 -2.277
C -1.154 -3.270 0.344
C -2.194 -4.160 0.573
H -4.707 -2.573 -1.077
H -2.805 -1.052 -1.665
H -0.381 -0.269 -1.097
H 0.272 -0.549 1.392
H -0.166 2.960 1.825
H -2.189 4.282 2.140
H -2.412 -0.610 1.329
H -5.228 0.027 1.890
H -5.152 0.527 0.133
H -6.339 2.491 0.697
H -6.292 2.065 2.430
H 0.659 3.129 -0.064
H 2.839 4.293 0.089
H 2.401 -0.403 1.705
H 5.140 0.468 2.857
H 5.483 0.003 1.126
H 6.759 1.951 0.884
H 6.347 2.464 2.535
H 1.674 -2.831 -3.903
H 2.819 -1.608 -5.770
H 3.811 0.630 -5.365
H 3.583 1.703 -3.113
H 2.507 0.459 -1.280
H -0.197 -3.611 0.679
H -2.050 -5.114 1.109
*
```

=====

Record 2
DFT (wB97M-V/def2-TZVPD) results for a molecular structure, C30H26Br2N2O5S2SiTeW in a non-equilibrium geometry.

The expectation value of S² is 2.02. The calculation puts the frontier orbital gap (spin up / spin down) at 6.17 / 6.55 eV. Its HOMO energy (spin up / spin down) is -6.9 / -7.3 eV. The calculation puts the energy relative to the best compared isomer or geometry (same formula, charge and spin) at 0.0 kcal/mol. The total energy is -223502.329 eV. The value obtained for the maximum force is 0.0213 hartree/bohr.

```
! wB97M-V def2-TZVPD RIJCOSX def2/J DEFGRID3
* xyz 0 3
W -0.133 0.234 -0.103
O 0.538 6.489 -1.042
C 0.297 5.167 -1.026
C 1.080 4.231 -1.691
C 0.754 2.899 -1.561
N -0.284 2.445 -0.843
C -1.042 3.373 -0.249
Br -2.541 2.760 0.710
C -0.804 4.722 -0.306
H 1.356 6.668 -1.520
H 1.952 4.521 -2.258
H 1.368 2.144 -2.026
H -1.449 5.423 0.203
Br -0.110 -1.777 4.300
C -0.033 0.052 4.764
C 0.122 0.381 6.102
C 0.214 1.711 6.479
C 0.167 2.718 5.523
C 0.027 2.387 4.189
C -0.081 1.054 3.797
C -0.217 0.789 2.352
O 0.391 1.543 1.512
O -0.897 -0.130 1.837
H 0.172 -0.407 6.840
H 0.328 1.960 7.526
H 0.242 3.756 5.818
H -0.001 3.153 3.425
O -3.366 -1.687 0.295
S -3.500 -0.828 -0.834
O -4.523 0.174 -0.856
N -2.013 -0.102 -1.187
C -1.512 -0.561 -2.331
S 0.078 -0.150 -2.670
C -2.387 -1.495 -3.057
C -2.166 -2.115 -4.276
C -3.140 -2.976 -4.754
C -4.307 -3.212 -4.029
C -4.526 -2.595 -2.803
C -3.543 -1.745 -2.344
H -1.251 -1.930 -4.823
H -2.994 -3.478 -5.701
H -5.051 -3.893 -4.421
H -5.424 -2.777 -2.229
Te 2.604 -0.099 -0.047
C 3.356 1.892 -0.187
C 4.082 2.236 -1.331
C 4.601 3.514 -1.491
C 4.386 4.477 -0.513
C 3.665 4.144 0.626
C 3.162 2.860 0.795
H 4.242 1.491 -2.103
H 5.176 3.755 -2.377
H 4.791 5.475 -0.628
H 3.502 4.887 1.396
H 2.602 2.615 1.689
C 1.720 -5.518 -0.971
Si 0.166 -4.860 -0.167
C 0.035 -5.466 1.595
C -1.346 -5.360 -1.152
C 0.214 -3.029 -0.155
C 0.074 -1.817 -0.112
H 1.721 -6.611 -0.983
H 2.608 -5.183 -0.431
H 1.804 -5.165 -2.001
H 0.086 -6.557 1.641
H -0.909 -5.147 2.042
H 0.848 -5.062 2.201
H -1.460 -6.446 -1.188
H -1.276 -4.990 -2.177
H -2.245 -4.934 -0.702
*
```

=====

Record 3
DFT (wB97M-V/def2-TZVPD) results for a molecular structure, C30H26BrGeN3O2RhS.

The expectation value of S² is 0.76. The calculation puts the frontier orbital gap (spin up / spin down) at 7.16 / 6.37 eV. Its HOMO energy (spin up / spin down) is -14.1 / -14.1 eV. The calculation puts the energy relative to the best compared isomer or geometry (same formula, charge and spin) at 25.4 kcal/mol. The total energy is -180484.868 eV. The value obtained for the maximum force is 0.0170 hartree/bohr.

```
! wB97M-V def2-TZVPD RIJCOSX def2/J DEFGRID3
* xyz 2 2
Rh 1.113 -0.779 0.568
Br 4.163 -2.848 -0.008
C 4.226 -0.978 -0.060
C 5.457 -0.361 -0.225
C 5.504 1.011 -0.387
C 4.313 1.722 -0.437
C 3.136 1.038 -0.256
N 3.081 -0.294 -0.014
C 1.809 1.720 -0.432
O 1.721 2.874 -0.723
O 0.767 0.907 -0.280
H 6.350 -0.968 -0.241
H 6.454 1.513 -0.510
H 4.265 2.785 -0.628
N -2.960 -1.255 -0.278
C -2.640 -1.021 0.997
S -1.110 -0.287 1.375
N -3.530 -1.231 1.945
C -3.354 -1.052 3.367
C -3.583 -2.139 4.196
C -3.468 -1.975 5.568
C -3.129 -0.735 6.094
C -2.921 0.348 5.251
C -3.043 0.198 3.878
H -2.362 -0.885 -1.001
H -3.888 -1.546 -0.552
H -4.456 -1.522 1.655
H -3.865 -3.098 3.779
H -3.652 -2.814 6.225
H -3.047 -0.608 7.164
H -2.684 1.320 5.662
H -2.921 1.046 3.218
C -1.736 -3.810 1.326
Ge -0.278 -2.907 0.442
C -0.220 -3.180 -1.444
C 0.722 -2.564 -2.275
C 0.721 -2.829 -3.634
C -0.210 -3.712 -4.168
C -1.147 -4.329 -3.350
C -1.162 -4.058 -1.990
C 1.287 -3.017 1.643
C 1.647 -2.047 2.549
C 2.671 -2.228 3.502
C 3.278 -3.445 3.574
C 2.942 -4.495 2.675
C 3.591 -5.748 2.752
C 3.306 -6.738 1.856
C 2.354 -6.520 0.840
C 1.699 -5.323 0.750
C 1.972 -4.278 1.662
H -1.443 -4.864 1.331
H -2.686 -3.727 0.807
H -1.806 -3.485 2.361
H 1.465 -1.889 -1.866
H 1.448 -2.353 -4.278
H -0.203 -3.921 -5.229
H -1.867 -5.017 -3.772
H -1.902 -4.541 -1.363
H 1.082 -1.108 2.642
H 2.938 -1.422 4.171
H 4.040 -3.631 4.320
H 4.323 -5.908 3.534
H 3.811 -7.693 1.920
H 2.141 -7.305 0.128
H 0.984 -5.183 -0.055
*
```

=====

Record 4
DFT (wB97M-V/def2-TZVPD) results for a molecular structure, C30H26BrIN4O4Pt in a non-equilibrium geometry.

The expectation value of S² is 6.08. The calculation puts the frontier orbital gap (spin up / spin down) at 5.36 / 4.62 eV. Its HOMO energy (spin up / spin down) is -12.0 / -13.4 eV. The calculation puts the energy relative to the best compared isomer or geometry (same formula, charge and spin) at 0.0 kcal/mol. The total energy is -127050.724 eV. The value obtained for the maximum force is 0.0717 hartree/bohr.

```
! wB97M-V def2-TZVPD RIJCOSX def2/J DEFGRID3
* xyz 2 5
Pt 1.331 -0.554 0.791
C -2.722 -0.506 3.388
C -2.189 0.778 2.906
N -2.992 1.801 3.110
C -2.678 2.982 2.586
C -1.486 3.228 1.907
C -1.220 4.672 1.414
O -0.876 4.818 0.046
C -0.590 2.154 1.625
C 0.537 2.296 0.787
N 1.521 1.439 0.544
C 2.636 2.014 -0.115
C 2.763 3.424 -0.292
C 3.709 3.984 -1.131
C 4.625 3.165 -1.768
C 4.584 1.791 -1.596
C 3.603 1.232 -0.780
I 3.583 -0.861 -0.560
C -0.878 0.859 2.210
O -0.067 -0.138 2.243
H -3.694 -0.320 3.879
H -2.040 -0.987 4.106
H -2.881 -1.212 2.552
H -3.425 3.750 2.693
H -0.396 5.114 2.003
H -2.135 5.262 1.648
H -1.647 5.113 -0.485
H 0.561 3.202 0.190
H 2.091 4.106 0.221
H 3.701 5.057 -1.318
H 5.403 3.581 -2.389
H 5.294 1.151 -2.108
O -1.851 -4.976 1.985
C -1.441 -4.238 3.077
C -2.124 -4.319 4.288
C -1.649 -3.664 5.437
C -0.507 -2.884 5.338
C 0.173 -2.777 4.127
C -0.269 -3.439 2.970
C 0.570 -3.312 1.633
O 1.486 -2.340 1.651
N -0.350 -3.184 0.518
N -0.068 -2.234 -0.339
C -0.570 -2.368 -1.544
C -0.404 -1.422 -2.578
Br 0.057 0.373 -1.965
C -0.618 -1.667 -3.916
C -0.187 -0.780 -4.990
C -1.005 -0.580 -6.115
C -0.617 0.249 -7.152
C 0.573 0.972 -7.053
C 1.395 0.794 -5.947
C 1.033 -0.070 -4.930
H -2.580 -5.588 2.232
H -3.046 -4.880 4.357
H -2.203 -3.740 6.376
H -0.099 -2.350 6.180
H 1.060 -2.148 4.040
H 1.106 -4.296 1.513
H -1.268 -3.627 0.565
H -1.113 -3.301 -1.786
H -1.205 -2.547 -4.209
H -1.940 -1.126 -6.202
H -1.239 0.316 -8.042
H 0.860 1.636 -7.859
H 2.328 1.344 -5.875
H 1.686 -0.223 -4.089
*
```

=====

Record 5
DFT (wB97M-V/def2-TZVPD) results for a molecular structure, C30H26F2NO in a non-equilibrium geometry.

The calculation puts the frontier orbital gap at 4.78 eV. Its HOMO energy is -10.1 eV. The calculation puts the energy relative to the best compared isomer or geometry (same formula, charge and spin) at 72.9 kcal/mol. The total energy is -40494.219 eV. The value obtained for the maximum force is 0.1278 hartree/bohr.

```
! wB97M-V def2-TZVPD RIJCOSX def2/J DEFGRID3
* xyz 1 1
C -0.602 5.126 1.143
C 0.592 4.570 1.608
C 1.108 3.406 1.057
C 0.464 2.759 -0.024
C 0.998 1.500 -0.495
C 1.699 0.510 0.332
N 0.783 1.179 -1.793
C 0.774 2.138 -2.827
C 0.201 1.661 -4.109
C 0.555 2.329 -5.295
C 0.018 1.911 -6.521
C -0.916 0.861 -6.550
C -1.340 0.254 -5.358
C -0.786 0.666 -4.138
O 1.180 3.280 -2.677
C -0.747 3.340 -0.503
C -1.262 4.490 0.080
H -1.028 6.025 1.603
H 1.153 5.081 2.389
H 2.055 2.996 1.403
H 2.110 -0.306 -0.303
H 2.576 0.969 0.842
H 0.937 0.205 -2.061
H 1.248 3.172 -5.251
H 0.326 2.391 -7.455
H -1.327 0.513 -7.497
H -2.089 -0.544 -5.351
H -1.121 0.234 -3.191
H -1.275 2.891 -1.357
H -2.164 4.945 -0.341
C -4.543 -2.426 -0.703
C -3.196 -2.089 -0.211
C -2.412 -3.016 0.474
F -2.941 -4.269 0.682
C -1.149 -2.744 0.973
C -0.633 -1.394 0.925
C 0.591 -0.967 1.472
C 1.266 -1.626 2.517
C 0.593 -2.580 3.357
C 1.284 -3.292 4.310
F 0.598 -4.264 5.000
C 2.633 -3.109 4.605
C 3.275 -3.900 5.681
C 3.293 -2.124 3.845
C 2.647 -1.416 2.841
C -1.473 -0.450 0.265
C -2.677 -0.789 -0.321
H -4.855 -1.633 -1.380
H -4.542 -3.372 -1.247
H -5.292 -2.486 0.097
H -0.554 -3.555 1.403
H 0.909 0.174 1.287
H -0.469 -2.774 3.208
H 4.271 -3.498 5.880
H 2.699 -3.860 6.615
H 3.389 -4.960 5.416
H 4.350 -1.955 4.061
H 3.233 -0.719 2.236
H -1.166 0.595 0.230
H -3.249 -0.053 -0.880
*
```

=====

Record 6
DFT (wB97M-V/def2-TZVPD) results for a molecular structure, C30H26F6N2O4S2SeTeV in a non-equilibrium geometry.

The expectation value of S² is 3.81. The calculation puts the frontier orbital gap (spin up / spin down) at 4.91 / 5.77 eV. Its HOMO energy (spin up / spin down) is -1.1 / -3.0 eV. The calculation puts the energy relative to the best compared isomer or geometry (same formula, charge and spin) at 114.2 kcal/mol. The total energy is -179008.542 eV. The value obtained for the maximum force is 0.1420 hartree/bohr.

```
! wB97M-V def2-TZVPD RIJCOSX def2/J DEFGRID3
* xyz -2 4
V 0.484 -1.281 -0.991
C -5.522 0.450 2.621
C -4.685 -0.564 3.408
C -4.417 -0.027 4.814
C -3.530 -1.007 5.569
C -2.233 -1.143 4.823
C -1.034 -1.358 5.507
C 0.137 -1.502 4.789
F 1.283 -1.735 5.478
C 0.172 -1.417 3.416
C -1.023 -1.181 2.719
C -1.023 -1.104 1.288
O 0.039 -1.082 0.579
C -2.293 -1.130 0.639
C -3.430 -1.033 1.373
N -3.427 -0.851 2.735
C -2.242 -1.049 3.433
C -2.408 -1.284 -0.859
O -3.537 -1.304 -1.352
O -1.337 -1.345 -1.543
H -6.365 0.769 3.232
H -5.911 0.026 1.701
H -4.923 1.322 2.374
H -5.265 -1.499 3.493
H -5.373 0.119 5.325
H -3.915 0.940 4.741
H -4.032 -1.981 5.627
H -3.351 -0.657 6.588
H -1.019 -1.428 6.583
H 1.093 -1.538 2.867
H -4.377 -1.122 0.872
S 2.846 -3.215 1.187
C 3.367 -1.615 1.230
N 2.632 -0.556 1.140
C 3.335 0.597 1.256
C 2.806 1.885 1.200
C 3.655 2.966 1.317
C 5.024 2.788 1.509
C 5.568 1.519 1.611
C 4.724 0.430 1.483
S 5.110 -1.257 1.542
H 1.744 2.013 1.045
H 3.249 3.967 1.243
H 5.669 3.654 1.585
H 6.628 1.368 1.769
F 1.234 -4.340 -2.867
Te 2.228 -3.263 -1.529
F 3.484 -3.355 -3.107
F 0.343 -3.720 -0.553
F 3.441 -1.416 -1.384
F 2.848 -5.305 -1.242
O 1.194 -1.848 -2.311
C 0.666 2.574 -7.459
C 0.616 2.080 -6.039
C -0.589 1.873 -5.388
C -0.640 1.491 -4.052
C -1.958 1.222 -3.400
C 0.555 1.337 -3.342
Se 0.530 1.033 -1.413
C 1.781 1.454 -4.007
C 3.055 1.150 -3.298
C 1.790 1.827 -5.343
H -0.336 2.715 -7.863
H 1.202 1.875 -8.102
H 1.188 3.532 -7.503
H -1.517 2.011 -5.930
H -2.791 1.509 -4.042
H -2.024 1.758 -2.449
H -2.034 0.153 -3.180
H 3.023 0.112 -2.962
H 3.152 1.773 -2.407
H 3.921 1.286 -3.943
H 2.740 1.932 -5.851
*
```

=====

Record 7
DFT (wB97M-V/def2-TZVPD) results for a molecular structure, C30H26GeN3O4RhS2 in a non-equilibrium geometry.

The expectation value of S² is 8.80. The calculation puts the frontier orbital gap (spin up / spin down) at 7.35 / 5.21 eV. Its HOMO energy (spin up / spin down) is -10.1 / -10.8 eV. The calculation puts the energy relative to the best compared isomer or geometry (same formula, charge and spin) at 12.6 kcal/mol. The total energy is -125374.896 eV. The value obtained for the maximum force is 0.0265 hartree/bohr.

```
! wB97M-V def2-TZVPD RIJCOSX def2/J DEFGRID3
* xyz 1 6
Rh 0.112 0.999 0.610
O -1.262 2.378 -0.619
N -1.916 3.320 -0.017
C -2.645 4.183 -0.781
C -3.360 5.190 -0.208
C -3.352 5.348 1.186
C -2.620 4.480 1.948
C -1.888 3.436 1.351
S -0.956 2.345 2.263
H -2.587 3.997 -1.841
H -3.921 5.858 -0.846
H -3.913 6.148 1.653
H -2.579 4.565 3.025
C 6.147 -3.741 -1.254
C 4.886 -3.331 -0.538
C 3.759 -2.927 -1.249
C 2.605 -2.532 -0.596
C 2.580 -2.547 0.793
C 3.683 -2.965 1.532
C 4.829 -3.350 0.857
S 1.140 -1.994 1.617
O 0.049 -2.219 0.685
O 1.080 -2.593 2.917
N 1.279 -0.379 1.700
C 2.077 0.324 2.595
C 2.825 -0.185 3.659
C 3.537 0.706 4.436
C 3.482 2.070 4.166
C 2.703 2.487 3.110
N 2.034 1.637 2.325
H 5.963 -3.939 -2.309
H 6.579 -4.635 -0.803
H 6.897 -2.948 -1.188
H 3.784 -2.932 -2.333
H 1.722 -2.232 -1.151
H 3.626 -3.022 2.611
H 5.694 -3.684 1.420
H 2.794 -1.240 3.889
H 4.128 0.340 5.266
H 4.030 2.788 4.760
H 2.617 3.538 2.859
O 2.402 0.718 -1.324
C 1.506 1.229 -0.879
Ge -1.751 -0.695 0.031
C -1.433 -1.367 -1.791
C -0.820 -0.559 -2.754
C -0.385 -1.115 -3.948
C -0.573 -2.475 -4.188
C -1.200 -3.276 -3.242
C -1.651 -2.722 -2.050
C -3.663 0.090 -0.780
C -3.769 0.862 -1.925
C -4.925 1.620 -2.073
C -5.945 1.543 -1.127
C -5.823 0.708 -0.021
C -4.682 -0.073 0.144
H -2.535 -1.812 0.745
H -0.667 0.499 -2.567
H 0.099 -0.493 -4.691
H -0.239 -2.908 -5.123
H -1.350 -4.331 -3.435
H -2.146 -3.349 -1.317
H -2.985 0.904 -2.667
H -5.036 2.251 -2.948
H -6.856 2.111 -1.271
H -6.620 0.638 0.708
H -4.592 -0.741 0.990
*
```